Version i
Entry from OMol25: a structure of composition C48H58CdCl3N6OS2Se (the ωB97M-V functional and the def2-TZVPD basis).

Each line ends with the Mulliken charge.
Atoms and positions in Å:
H  -4.95  2.08  -2.05  0.644
H  2.92  -1.12  5.52  0.468
H  4.43  4.90  3.81  0.948
H  -2.11  -3.20  6.71  0.314
C  -2.97  1.93  5.41  -0.094
C  2.52  -0.12  5.51  -0.984
H  0.42  -2.15  2.69  0.147
H  -0.90  -3.37  7.97  0.404
H  1.02  -3.06  -1.14  0.515
H  -4.53  -4.05  -1.42  0.345
C  1.37  0.20  4.80  0.654
H  2.27  2.80  -2.51  0.401
H  -2.42  3.95  4.89  0.594
H  1.49  2.67  2.46  0.465
C  -1.93  2.99  5.06  -0.840
H  4.03  0.67  6.77  0.475
Cl  4.77  7.40  3.25  -0.155
H  -3.87  0.79  0.49  0.027
C  4.03  1.07  1.37  -0.993
H  -1.00  -1.39  -4.55  0.663
C  -1.26  0.59  -2.39  0.705
C  4.03  4.49  2.87  -0.254
H  -0.50  3.50  3.51  -0.388
N  -0.27  1.51  4.02  1.930
Se  -1.78  -0.23  2.34  -0.270
C  -0.13  -2.60  6.11  0.022
H  -3.01  6.22  -1.03  0.436
H  -0.37  -3.77  4.32  0.534
S  2.38  8.82  -0.07  -0.222
Cl  7.12  7.18  -1.55  -0.207
C  -0.82  3.65  -1.17  0.741
H  -4.05  -0.83  -3.55  0.254
C  -4.17  1.95  4.47  -1.130
C  6.26  6.40  -0.28  0.574
H  -3.67  0.87  -1.93  -1.279
H  -1.24  3.12  5.89  0.278
C  1.79  7.70  2.16  -1.076
C  -0.60  -1.56  -3.57  -1.286
H  5.09  0.91  1.29  0.636
H  -2.50  0.94  5.39  -0.002
C  3.13  0.89  6.21  -0.785
Cd  -0.26  0.08  0.21  1.400
C  0.11  -2.67  -3.14  -0.628
C  0.85  1.51  4.82  0.325
C  4.81  5.14  1.75  -0.098
H  0.71  2.15  -3.00  0.341
O  2.65  4.82  2.88  -0.529
H  1.19  4.24  -0.82  -1.533
C  2.17  1.98  2.00  -1.290
H  1.08  3.86  -3.25  0.359
C  2.47  7.10  0.05  1.384
H  6.17  8.15  0.96  0.492
C  2.98  0.39  0.83  -1.772
H  3.96  2.69  4.03  -0.080
C  -0.40  -2.72  4.61  -0.508
H  4.88  3.43  0.45  0.304
H  1.10  3.54  5.52  0.508
C  1.89  8.92  1.57  -0.272
H  -0.25  -1.56  6.42  0.169
C  4.24  2.95  3.00  -1.248
H  -3.40  -3.74  -0.07  0.316
H  -0.95  -4.52  6.64  0.368
H  -3.11  -2.33  -3.74  0.262
C  5.91  5.07  -0.41  -1.429
H  -5.44  0.52  -0.24  0.469
C  2.63  2.19  6.21  -1.249
C  -1.08  -3.48  6.91  -1.430
C  -3.57  -3.61  -1.13  -1.003
H  -4.61  4.36  -1.18  0.499
H  5.31  2.75  2.87  0.482
C  0.66  3.36  -1.19  3.138
C  2.13  6.63  1.29  -1.070
H  0.88  2.52  -0.51  -1.286
C  -1.13  2.65  3.80  -0.703
C  1.48  2.53  5.52  -0.362
H  1.00  4.90  1.75  0.891
H  -3.30  2.11  6.44  0.405
S  -3.63  -1.83  -1.44  0.256
C  -0.67  -0.68  -2.47  -0.210
N  -0.01  -1.24  -1.40  0.272
C  5.90  7.11  0.85  -0.919
C  -1.74  2.59  -1.25  -0.513
N  3.50  2.08  2.11  1.122
C  -2.65  5.20  -1.09  -1.121
C  2.05  5.17  1.64  0.044
C  1.21  3.02  -2.58  -1.601
H  -1.80  2.41  2.97  0.657
H  0.36  -3.55  -3.70  0.461
C  0.61  -1.96  3.75  -1.312
H  3.15  2.96  6.77  0.452
C  0.45  -2.43  -1.80  -0.743
C  -4.66  1.26  -0.09  -1.091
H  -4.95  1.29  4.84  0.410
C  5.18  4.46  0.59  0.217
H  -0.58  5.76  -1.03  0.644
H  -1.40  -2.35  4.38  0.219
N  1.81  0.97  1.23  1.147
H  -1.73  1.00  -3.28  0.202
H  1.70  9.88  2.00  0.512
H  -5.08  2.09  0.48  0.380
H  -4.87  -2.41  -3.42  0.450
C  5.19  6.48  1.86  0.913
N  -1.22  1.29  -1.29  0.508
H  -4.58  2.95  4.40  0.348
H  0.90  -2.90  6.32  0.224
H  -2.76  -4.07  -1.70  0.295
H  -3.89  1.62  3.47  0.090
H  6.19  4.52  -1.29  0.450
H  2.99  -0.46  0.17  0.686
H  1.63  -2.29  3.98  0.580
C  -4.12  1.73  -1.44  0.567
C  -3.95  -1.86  -3.22  -1.018
H  2.50  4.59  0.83  0.015
C  -3.55  4.15  -1.18  -0.726
C  -0.44  0.26  3.52  -2.054
C  -1.29  4.95  -1.09  -0.662
H  1.50  7.54  3.18  0.391
Cl  2.93  6.17  -1.32  -0.166
C  -3.12  2.84  -1.29  0.193
N  0.54  -0.54  3.99  1.603

The charge is +1. The calculation puts the LUMO energy at -2.26 eV.



Version ii
Entry from OMol25: a structure of composition C48H58CdCl3N6OS2Se (the ωB97M-V functional and the def2-TZVPD basis).

Each line ends with the Mulliken charge.
Atoms and positions in Å:
C  -2.01  1.10  -4.47  -1.422
H  -4.61  -1.80  -0.98  0.299
H  2.01  -1.97  0.78  0.081
C  1.13  -2.60  3.60  0.389
H  -2.71  1.82  -4.89  0.461
C  -0.54  3.15  -1.88  -0.923
N  -1.42  -0.35  0.48  2.092
H  1.28  -5.94  3.76  0.445
H  3.52  -1.72  2.57  0.495
H  1.14  -0.47  0.55  -1.276
H  1.23  1.61  -4.50  0.179
C  -2.05  -0.45  7.85  -1.472
C  -3.75  -2.26  0.98  -1.475
C  -1.28  3.06  -3.01  -1.128
H  1.73  4.84  0.79  0.297
H  -4.02  -2.93  1.80  0.555
C  -4.83  -2.41  -0.10  -1.395
H  -4.64  4.33  0.35  0.498
C  -1.76  -0.41  3.96  -0.901
H  -1.14  -5.63  4.08  0.468
C  2.00  -0.48  -7.16  -1.142
H  2.27  3.94  2.23  0.187
H  4.88  2.60  0.73  0.506
C  -0.71  1.58  -6.64  -0.374
H  -5.81  -2.11  0.28  0.438
C  -2.14  -4.01  0.32  -0.404
H  -3.07  -0.06  7.92  0.354
H  -0.54  1.86  -10.03  0.464
C  0.18  -3.65  -0.04  -0.343
Cl  -1.29  -0.35  -8.50  -0.222
H  4.20  1.00  0.37  0.207
C  0.01  3.80  -7.31  -1.221
C  -1.05  0.58  -5.56  -0.099
N  1.68  -1.33  3.45  1.905
H  1.18  -4.04  -0.21  0.533
H  -3.78  -1.25  1.38  0.502
N  -0.47  -1.05  3.71  1.809
N  -0.15  1.88  -1.48  0.712
S  3.34  1.37  -8.30  -0.168
H  -3.23  -0.37  -0.52  0.333
C  2.50  4.19  1.20  -0.890
C  -0.51  -4.76  3.95  -0.936
Cl  2.93  3.20  -5.98  -0.193
C  -1.78  -0.98  6.45  0.089
H  -1.79  3.81  -3.59  0.683
C  1.30  -1.46  0.12  1.024
H  4.91  -1.34  4.49  0.546
H  -2.85  0.61  5.47  0.522
C  -0.07  3.43  -8.64  0.463
C  -1.26  -1.76  0.35  -1.798
C  -0.89  -4.52  0.02  -1.264
N  -2.02  2.43  0.98  -0.389
C  -1.89  0.11  5.38  -0.740
H  -2.52  -1.17  3.76  0.576
H  1.80  -2.20  -1.87  0.449
C  -0.23  -2.42  3.77  0.121
C  4.08  1.03  5.54  -1.087
O  0.04  -0.06  -4.94  -0.510
H  -0.26  4.03  -1.33  0.564
C  -0.30  2.88  -6.33  0.107
H  1.54  -0.45  -1.81  -0.069
H  -0.60  -0.02  -2.35  0.782
H  -2.49  -1.79  6.22  0.176
C  0.03  -2.28  0.13  0.386
C  1.72  -3.86  3.59  -1.142
C  -4.04  2.23  -0.07  -0.979
C  3.49  -0.36  5.79  -0.115
H  3.57  1.55  4.73  0.117
H  2.41  -0.30  5.91  -0.009
C  1.98  0.63  -6.25  -0.126
H  -1.12  0.86  5.55  0.194
N  -1.36  1.72  -3.31  0.637
C  0.70  -0.41  3.51  -1.440
H  -1.89  0.39  3.24  -0.410
H  3.88  -0.76  6.73  0.393
H  -1.60  -0.23  -6.04  0.958
H  -4.89  1.80  -0.59  0.541
C  -2.35  -2.64  0.52  1.874
C  -0.48  2.15  -8.99  -0.867
H  -2.15  -3.37  4.09  0.487
H  -2.58  0.25  -4.09  0.326
H  -4.89  -3.44  -0.44  0.373
H  3.58  -2.37  5.01  0.320
C  -0.68  1.05  -2.36  -1.621
H  3.46  4.70  1.14  0.423
C  4.03  1.94  0.89  -0.578
C  -2.52  0.21  0.06  -0.985
H  -1.93  -1.23  8.60  0.408
C  3.12  -1.08  3.36  -0.535
H  2.78  -4.00  3.45  0.544
H  -0.18  3.17  -5.30  0.688
H  -2.98  -4.68  0.44  0.418
Cl  0.34  4.55  -9.89  -0.208
C  -1.08  -3.50  3.95  -0.477
Cd  -0.05  1.51  0.82  2.380
H  0.33  4.80  -7.05  0.436
Se  0.89  1.45  3.34  -0.597
C  -2.66  3.60  1.04  -0.771
H  3.25  -0.04  3.06  -0.511
C  0.87  -4.94  3.76  -0.913
C  2.68  1.68  -6.75  0.762
H  -0.75  -5.58  -0.12  0.418
H  2.85  -0.86  -9.15  0.461
C  1.95  -1.30  -1.26  -1.302
H  3.03  -1.14  -1.17  0.551
C  -0.79  1.24  -7.99  0.722
H  -1.36  0.36  8.09  0.327
H  1.89  0.01  -4.22  0.599
C  -3.92  3.53  0.42  -0.773
H  5.14  0.97  5.30  0.337
S  2.57  2.70  0.18  0.171
H  -0.78  -1.43  6.42  0.180
C  -2.86  1.57  0.29  0.521
C  3.83  -1.36  4.68  -0.746
C  1.30  0.60  -4.92  -0.265
H  -2.22  4.46  1.53  0.482
C  2.69  -0.21  -8.30  -0.270
H  3.97  1.65  6.43  0.385
H  1.51  -1.42  -6.95  0.431
H  3.88  1.76  1.96  -0.080

The charge is +1. The calculation puts the LUMO energy at -1.93 eV.



Which structure is the most stable? The one labeled version ii.



Version i
Entry from OMol25: the molecule C5H10N2O2S (the ωB97M-V functional and the def2-TZVPD basis).

Each line ends with the Mulliken charge.
Atoms and positions in Å:
H  -0.54  -2.64  -0.77  0.392
C  -0.79  -0.54  -0.36  -0.243
C  -0.03  -0.37  0.86  0.117
C  0.41  1.96  0.15  -0.701
O  -1.84  1.81  -1.28  -0.675
N  1.34  -0.66  0.79  0.045
H  -0.10  2.91  0.28  0.414
C  -0.38  -1.65  -1.26  -1.211
C  -0.18  1.11  1.29  -0.849
N  1.56  -1.79  1.33  -0.748
H  1.50  1.86  -0.12  0.338
H  -1.84  -0.57  -0.18  0.463
H  -1.20  1.43  1.58  0.366
S  -0.58  1.09  -1.21  1.176
H  0.40  1.12  2.27  0.378
O  0.21  0.97  -2.38  -0.657
H  0.73  -1.52  -1.22  0.364
H  -0.73  -1.65  -2.46  0.255
H  2.57  -1.88  1.12  0.265
H  -0.51  -0.98  1.56  0.512

The calculation puts the LUMO energy at -0.03 eV.



Version ii
Entry from OMol25: a cluster of 2 separate species, C5H10N2O2S in total (the ωB97M-V functional and the def2-TZVPD basis).

Each line ends with the Mulliken charge.
Atoms and positions in Å:
O  -3.35  -2.12  1.06  -0.546
C  -2.48  -1.60  -1.14  -0.449
H  1.72  1.19  1.57  0.348
C  -2.50  -1.68  0.34  0.304
H  -0.02  1.53  1.54  0.394
H  -2.75  -0.57  -1.42  0.178
N  0.64  0.05  0.22  0.445
H  1.13  1.67  -0.99  0.377
O  -0.43  -0.97  -2.80  -0.586
C  -0.45  -0.62  -0.07  -0.313
H  -1.80  0.98  -0.78  -0.065
S  -0.69  -1.68  -1.57  0.423
C  1.42  0.62  -0.85  -0.970
H  0.60  0.05  2.32  0.365
H  2.48  0.55  -0.61  0.306
H  -3.10  -2.34  -1.64  0.394
N  -1.33  -1.10  0.84  0.128
C  0.74  0.74  1.49  -1.232
H  -1.34  -0.80  1.81  0.170
H  1.22  0.10  -1.79  0.331

The calculation puts the LUMO energy (spin up / spin down) at 0.43 / 0.43 eV.



Which structure is the most stable? The one labeled version i.



Version i
Entry from OMol25: the molecule C10H11N3 (the ωB97M-V functional and the def2-TZVPD basis).

Each line ends with the Mulliken charge.
Atoms and positions in Å:
H  -2.06  -2.01  -0.63  0.293
C  -1.37  -0.06  0.01  0.336
H  -3.88  -0.13  -0.89  0.339
H  -4.36  -0.67  1.13  0.203
N  0.37  2.29  -0.24  -0.526
H  -2.95  1.44  0.65  0.202
C  -3.83  -0.95  0.00  -0.797
H  0.39  -2.20  -0.09  0.376
H  -4.13  -1.96  -0.35  0.320
C  -0.03  -0.08  -0.09  0.442
C  2.20  1.02  0.03  -0.671
C  -0.89  2.44  -0.12  -0.211
C  -1.80  1.28  0.26  -0.292
N  -2.34  -1.14  0.16  -0.389
H  2.85  -2.33  0.07  0.302
N  4.27  -0.30  0.16  -0.580
H  4.98  0.67  0.49  0.254
C  0.90  -1.35  -0.22  -1.010
H  -1.47  3.48  -0.17  0.264
H  2.45  2.19  -0.14  0.257
C  2.22  -1.44  -0.14  -0.797
H  4.83  -1.05  0.03  0.150
C  2.88  -0.15  0.05  1.007
C  0.78  1.01  0.05  0.525

The calculation puts the LUMO energy at 0.80 eV.



Version ii
Entry from OMol25: a structure of composition C10H11N3 (the ωB97M-V functional and the def2-TZVPD basis).

Each line ends with the Mulliken charge.
Atoms and positions in Å:
H  0.51  0.59  2.07  0.420
C  -0.53  1.04  0.20  1.416
N  -0.47  0.10  -0.80  -0.798
H  2.79  0.61  1.33  0.449
H  0.84  2.21  1.30  0.388
C  0.98  -1.23  -0.80  0.560
H  0.35  -3.25  -0.70  0.266
N  -3.81  0.18  -0.54  -0.478
C  -2.72  0.07  -0.21  -0.298
H  -0.74  3.19  0.13  0.440
C  -1.32  -1.15  1.27  -0.074
C  0.70  -2.54  -1.50  -1.207
H  2.31  1.18  -0.20  0.305
H  -0.26  -2.38  -2.06  0.332
H  1.46  -2.99  -2.16  0.385
C  -1.21  2.28  -0.24  -1.799
N  -1.48  -1.90  2.14  -0.544
C  2.04  0.54  0.59  -0.668
H  2.92  -1.44  -0.09  0.360
C  2.02  -0.80  -0.01  -0.402
H  -1.44  2.42  -1.36  0.326
C  0.72  1.11  1.17  -1.145
C  -1.40  -0.20  0.23  1.454
H  -2.25  2.39  0.25  0.313

The calculation puts the LUMO energy at 0.42 eV.



Which structure is the most stable? The one labeled version ii.